DFT (ωB97M-V with the def2-TZVPD basis set) results for a structure of composition C20H16Cl3F6N6O8S3W.

Its net charge is +1. As for the multiplicity: 3. Its expectation value of S² is 2.01. The HOMO energy (spin up / spin down) comes out at -10.992 / -10.995 eV. Its frontier orbital gap (spin up / spin down) is 6.8 / 6.6 eV. As for the molar mass: 968.8 g/mol.

The geometry in XYZ format:
```
63
Properties=species:S:1:pos:R:3:forces:R:3
W -0.249 0.114 1.816 -1.2 -1.1 -0.4
F -1.480 4.671 1.214 -0.1 0.3 -0.6
C -2.219 3.582 1.029 0.3 0.5 -0.4
F -3.464 3.867 0.747 -0.3 0.5 0.0
F -1.714 2.898 -0.007 0.2 -0.2 0.3
S -2.145 2.735 2.634 -0.7 0.7 1.4
O -0.938 1.897 2.543 -0.2 0.4 0.2
O -2.059 3.778 3.599 0.0 -0.7 -0.5
N -3.470 1.943 2.723 0.1 -0.2 0.2
S -3.704 0.433 2.408 0.0 0.5 0.4
O -2.424 -0.253 2.117 0.0 0.1 0.1
O -4.622 -0.190 3.288 0.5 -0.1 -0.1
C -4.579 0.515 0.817 -0.4 0.0 -0.3
F -3.813 1.063 -0.124 0.2 0.2 0.0
F -5.686 1.226 0.963 0.2 -0.1 0.0
F -4.872 -0.716 0.449 -0.2 -0.4 -0.1
N 4.055 -0.625 -4.890 0.1 0.3 -0.3
C 3.592 -0.933 -3.649 0.2 -0.2 -0.6
C 4.177 -1.976 -2.917 0.0 0.4 0.0
C 3.662 -2.310 -1.685 0.5 -0.4 -0.3
C 2.554 -1.643 -1.212 -0.2 0.0 0.5
C 1.975 -0.608 -1.935 0.1 0.3 0.2
C 2.497 -0.229 -3.143 -0.1 0.0 0.0
S 2.001 -2.097 0.380 0.4 0.2 0.7
O 0.784 -2.863 0.337 -0.1 0.1 0.0
O 3.083 -2.587 1.181 -0.2 0.1 -0.5
N 1.514 -0.619 0.989 -0.1 0.0 -0.1
C 2.098 0.597 0.846 1.0 0.6 -0.2
N 1.136 1.528 1.083 0.2 -0.8 -0.5
C 1.439 2.819 1.077 0.1 0.4 -0.1
C 2.698 3.236 0.719 0.2 -0.6 0.0
C 3.631 2.213 0.483 -0.2 0.0 0.4
N 3.370 0.910 0.590 -0.5 -0.2 -0.3
H 4.871 -1.080 -5.255 0.0 0.1 0.0
H 3.766 0.235 -5.335 0.1 -0.3 0.1
H 5.071 -2.439 -3.316 -0.1 -0.2 0.1
H 4.113 -3.090 -1.085 0.1 0.1 0.0
H 1.174 -0.022 -1.523 -0.1 -0.1 0.1
H 2.075 0.603 -3.710 0.1 -0.2 0.2
H 0.653 3.490 1.347 -0.2 0.4 0.1
H 2.991 4.275 0.686 -0.1 0.0 0.0
H 4.658 2.480 0.273 0.1 -0.1 -0.1
C -2.498 -2.374 -3.793 0.0 0.4 0.1
C -2.116 -1.681 -2.513 0.2 0.3 0.0
C -1.524 -0.413 -2.478 0.0 -0.1 0.1
C -1.068 0.122 -1.279 -0.4 -0.3 -0.3
N -1.142 -0.538 -0.110 -0.7 -0.6 -0.4
C -1.788 -1.744 -0.133 0.2 0.5 -0.6
C -2.293 -2.315 -1.285 0.6 0.4 0.1
H -2.514 -1.697 -4.650 0.1 -0.1 0.2
H -3.480 -2.821 -3.695 -0.2 -0.1 0.0
H -1.791 -3.179 -3.990 0.1 0.0 0.0
H -1.385 0.139 -3.402 0.0 0.0 0.2
H -0.638 1.115 -1.260 0.1 0.0 0.1
H -1.893 -2.263 0.800 0.1 -0.1 0.2
H -2.725 -3.297 -1.250 -0.2 -0.2 0.2
Cl -0.225 -2.377 6.006 0.3 -0.2 0.1
C -0.361 -1.182 4.791 -0.4 0.1 0.0
Cl -0.521 -2.119 3.122 -0.1 0.7 0.5
Cl -1.746 -0.102 5.214 0.7 -0.6 -0.7
C 0.898 -0.309 4.553 0.6 1.3 -0.2
O 1.759 -0.198 5.370 -0.4 -0.5 -0.1
O 0.850 0.404 3.426 0.1 -0.7 1.3
```
Forces are in eV/Å.

---

DFT (ωB97M-V with the def2-TZVPD basis set) results for a structure of composition C20H16ClFN4O2Pt.

The energy relative to the best compared isomer or geometry (same formula, charge and spin) is 35.90 kJ/mol. The HOMO energy comes out at -6.908 eV. Its frontier orbital gap is 6.6 eV. As for the molar mass: 593.9 g/mol.

The geometry in XYZ format:
```
45
Properties=species:S:1:pos:R:3:forces:R:3
Pt -0.253 0.196 -0.559 -0.1 -0.3 -1.0
N 3.405 1.999 -0.659 0.0 0.1 -0.1
C 3.967 0.771 -0.404 0.0 -0.1 0.0
C 2.935 -0.113 -0.330 0.1 -0.1 0.0
N 1.760 0.551 -0.564 -0.2 0.1 0.0
C 2.069 1.824 -0.739 0.2 0.0 0.1
C 1.010 2.802 -0.791 0.0 0.2 -0.2
N -0.238 2.391 -0.783 0.3 -0.2 0.4
C -1.020 3.508 -0.688 -0.2 0.0 -0.1
C -0.227 4.614 -0.650 0.0 0.0 -0.1
N 1.067 4.153 -0.731 0.2 0.0 0.1
H 3.908 2.841 -0.878 0.0 0.0 0.1
H 5.028 0.629 -0.301 0.0 0.0 0.0
H 2.964 -1.161 -0.090 0.0 0.0 -0.1
H -2.094 3.439 -0.658 0.0 0.0 0.0
H -0.457 5.662 -0.584 0.0 0.0 0.0
H 1.898 4.712 -0.651 0.0 0.0 0.0
Cl -6.391 0.201 3.576 0.0 0.0 0.0
C -5.120 0.189 2.380 -0.1 0.0 0.1
C -5.449 0.171 1.020 0.0 0.0 0.1
C -4.453 0.145 0.086 0.0 0.0 0.0
C -3.069 0.150 0.425 0.0 0.0 0.2
O -2.261 0.106 -0.587 0.0 0.0 0.1
C -2.754 0.200 1.825 -0.2 0.0 -0.3
C -1.437 0.264 2.443 0.3 -0.1 0.3
O -0.338 0.350 1.933 -0.1 0.1 0.6
C -3.812 0.201 2.760 0.1 0.0 0.0
H -6.488 0.178 0.719 0.0 0.0 0.0
H -4.689 0.118 -0.970 0.0 0.0 0.0
H -1.470 0.233 3.553 -0.2 0.0 0.0
H -3.563 0.228 3.815 0.0 0.0 0.0
F 4.822 -4.109 -1.120 0.0 -0.1 0.0
C 3.553 -3.639 -1.043 0.0 0.1 0.0
C 2.860 -3.768 0.141 -0.1 0.0 0.1
C 1.580 -3.227 0.226 0.0 0.0 0.0
C 0.999 -2.549 -0.846 -0.1 -0.1 0.0
C -0.315 -1.863 -0.719 0.1 0.4 0.0
C 1.717 -2.505 -2.045 0.0 0.0 0.0
C 2.992 -3.037 -2.152 0.0 0.0 -0.1
H 3.314 -4.286 0.976 0.0 0.0 0.0
H 1.021 -3.325 1.150 0.0 0.1 0.0
H -0.890 -2.249 0.126 0.0 -0.1 0.0
H -0.898 -1.982 -1.634 -0.1 -0.1 0.0
H 1.262 -2.024 -2.904 0.0 0.1 0.0
H 3.554 -2.989 -3.076 0.0 0.0 0.0
```
Forces are in eV/Å.

---

DFT (ωB97M-V with the def2-TZVPD basis set) results for a structure of composition C20H16N10PtSe.

The energy relative to the best compared isomer or geometry (same formula, charge and spin) is 18.18 kJ/mol. Its net charge is +2. The HOMO energy comes out at -14.253 eV. Its frontier orbital gap is 6.5 eV. As for the molar mass: 670.5 g/mol.

The geometry in XYZ format:
```
48
Properties=species:S:1:pos:R:3:forces:R:3
Pt -1.168 -0.148 0.016 0.5 -1.3 0.8
Se 4.579 -1.789 -4.821 0.2 -0.1 -0.2
N 3.433 -0.448 -4.768 -0.2 0.1 0.0
C 2.628 -0.669 -3.760 0.0 -0.1 0.1
C 1.539 0.224 -3.380 0.1 0.0 -0.1
C 1.250 1.428 -4.032 0.0 0.0 0.0
C 0.202 2.198 -3.578 0.0 0.0 0.0
C -0.548 1.754 -2.490 0.0 0.0 -0.1
N -0.275 0.614 -1.869 -0.9 0.2 -0.2
C 0.752 -0.139 -2.297 0.0 0.0 0.1
C 1.010 -1.344 -1.537 0.0 -0.2 0.0
N 0.197 -1.584 -0.484 0.2 1.0 -0.2
C 0.367 -2.673 0.259 0.0 -0.2 0.0
C 1.384 -3.579 -0.006 0.0 0.0 -0.1
C 2.236 -3.345 -1.067 0.0 0.0 -0.1
C 2.047 -2.211 -1.862 0.1 -0.1 0.0
C 2.880 -1.870 -3.009 0.0 0.1 -0.1
N 3.884 -2.603 -3.418 -0.1 -0.1 0.2
H 1.859 1.729 -4.874 0.0 0.0 0.0
H -0.053 3.134 -4.054 0.0 0.0 0.0
H -1.390 2.326 -2.125 0.0 0.0 0.0
H -0.319 -2.821 1.084 0.0 0.1 0.0
H 1.497 -4.448 0.625 0.0 0.0 0.0
H 3.050 -4.019 -1.304 0.0 0.0 0.0
N 3.654 0.220 2.767 0.0 0.0 0.0
C 2.432 0.753 2.578 0.0 0.1 0.0
C 1.491 0.184 1.695 0.0 0.1 0.1
N 0.289 0.728 1.549 -0.3 -0.7 0.1
C -0.018 1.823 2.247 -0.1 0.1 0.0
C 0.925 2.376 3.100 0.1 -0.1 -0.1
N 2.126 1.854 3.266 0.0 0.1 0.1
H 3.977 -0.588 2.270 0.0 0.0 0.0
H 4.262 0.648 3.445 0.0 0.0 0.0
H 1.735 -0.703 1.131 0.0 0.0 0.0
H -1.003 2.248 2.136 0.1 0.0 0.0
H 0.694 3.270 3.666 0.0 0.0 0.0
N -5.614 -0.815 2.781 0.0 0.0 0.0
C -4.769 0.080 2.247 0.0 0.1 0.0
C -3.687 -0.304 1.429 0.0 -0.2 -0.1
N -2.889 0.616 0.904 0.5 1.0 -0.6
C -3.137 1.916 1.124 -0.2 0.0 -0.1
C -4.186 2.268 1.958 -0.1 -0.1 0.0
N -4.972 1.371 2.527 -0.1 0.1 0.0
H -5.565 -1.798 2.586 0.0 0.0 0.0
H -6.376 -0.472 3.343 0.0 0.0 0.0
H -3.490 -1.346 1.207 0.1 0.0 0.0
H -2.522 2.646 0.621 0.0 0.0 0.0
H -4.395 3.308 2.175 0.0 0.0 0.0
```
Forces are in eV/Å.

---

DFT (ωB97M-V with the def2-TZVPD basis set) results for the molecule C20H16N2O3.

The energy relative to the best compared isomer or geometry (same formula, charge and spin) is 20.31 kJ/mol. The HOMO energy comes out at -8.291 eV. Its frontier orbital gap is 8.5 eV. As for the molar mass: 332.4 g/mol.

The geometry in XYZ format:
```
41
Properties=species:S:1:pos:R:3:forces:R:3
O 1.107 0.364 -1.844 0.1 0.1 -0.2
C 0.457 0.262 -0.821 -0.1 -0.2 0.1
N 0.208 1.245 0.066 -0.2 0.0 0.4
C 0.626 2.578 0.028 0.2 0.4 -0.2
C 0.070 3.446 0.967 0.0 -0.1 -0.1
C 0.450 4.774 0.996 0.0 0.0 0.0
C 1.388 5.250 0.093 0.1 0.1 0.0
C 1.940 4.388 -0.838 0.0 0.1 0.1
C 1.568 3.057 -0.877 0.1 -0.2 -0.1
C -0.183 -1.057 -0.440 0.2 -0.3 0.2
C 0.460 -2.193 -0.144 -0.5 0.4 0.0
C 1.885 -2.459 -0.002 0.5 -0.1 -0.1
C 2.262 -3.471 0.886 -0.1 0.1 -0.1
C 3.592 -3.780 1.089 0.1 -0.1 0.1
C 4.576 -3.098 0.392 0.0 0.0 0.0
C 4.214 -2.111 -0.509 0.1 0.0 0.1
C 2.884 -1.790 -0.708 0.0 0.0 -0.1
N -1.606 -1.087 -0.499 -0.2 -0.3 -0.3
C -2.464 -0.419 0.310 0.2 -0.2 -0.2
O -2.125 0.377 1.175 -0.2 0.0 0.1
C -3.875 -0.736 0.067 -0.9 0.7 0.8
C -4.999 -0.231 0.670 0.9 -0.2 -0.3
C -6.095 -0.878 0.063 0.1 -0.4 -0.4
C -5.563 -1.728 -0.862 -0.8 0.2 0.3
O -4.227 -1.653 -0.869 0.5 -0.1 -0.1
H -0.479 1.030 0.794 0.2 -0.1 -0.2
H -0.663 3.069 1.665 -0.1 0.0 0.1
H 0.013 5.439 1.725 0.0 0.0 0.1
H 1.685 6.288 0.117 0.0 0.1 0.0
H 2.672 4.754 -1.544 0.1 0.0 -0.1
H 1.997 2.390 -1.607 0.0 0.0 0.0
H -0.168 -3.045 0.101 -0.1 0.1 0.0
H 1.499 -4.008 1.434 -0.1 -0.1 0.0
H 3.863 -4.558 1.788 0.0 -0.1 0.1
H 5.617 -3.341 0.545 0.1 0.0 0.0
H 4.976 -1.586 -1.067 0.1 0.0 -0.1
H 2.619 -1.038 -1.432 0.0 0.0 0.0
H -2.011 -1.807 -1.083 0.0 0.2 0.0
H -5.018 0.507 1.445 0.1 0.2 0.2
H -7.132 -0.734 0.281 -0.2 0.0 0.0
H -6.019 -2.412 -1.550 0.0 -0.1 -0.1
```
Forces are in eV/Å.